{
  "formula": "C3H8O2",
  "method": "ωB97M-V/def2-TZVPD",
  "e_tot_ha": -269.45577,
  "e_homo_ha": -0.2646,
  "smiles": "C=C(C)O.O",
  "multiplicity": 1,
  "molar_mass_da": 76.1,
  "symbols": ["H", "O", "O", "H", "H", "C", "H", "C", "H", "H", "H", "C", "H"],
  "xyz": [[-0.3445, -1.9202, 0.6358], [-1.6118, 0.5150, -0.3163], [5.8856, 1.5082, -1.7313], [6.2796, 0.9606, -1.0510], [6.6193, 2.0312, -2.0593], [-1.9835, -0.5211, 0.5383], [-2.1294, 0.0858, 2.5864], [-2.6730, -0.1143, 1.6682], [-3.7028, 0.2568, 1.7045], [-2.0058, -2.6133, 0.5186], [-1.2174, -1.8524, -0.8797], [-1.3623, -1.7809, 0.2196], [-1.5965, 1.3532, 0.1623]],
  "forces_ev_per_angstrom": [[-0.43, 0.18, 0.05], [-0.79, -1.51, -1.44], [-0.08, 0.02, -0.05], [0.01, -0.16, 0.17], [0.07, 0.14, -0.12], [0.55, 3.86, 1.17], [-0.23, -1.89, 0.65], [-0.52, -0.17, 0.57], [0.79, 1.17, -0.90], [0.31, 0.18, 0.10], [-0.09, 0.18, 0.52], [1.02, -1.58, -0.92], [-0.61, -0.42, 0.21]]
}

---

{
  "formula": "C3H8O2P",
  "method": "ωB97M-V/def2-TZVPD",
  "charge": -1,
  "e_tot_ha": -610.97046,
  "e_homo_ha": -0.1191,
  "multiplicity": 1,
  "molar_mass_da": 107.1,
  "symbols": ["O", "H", "P", "O", "H", "C", "C", "H", "H", "H", "H", "C", "H", "H"],
  "xyz": [[1.5950, -1.0278, 1.2504], [-2.1004, -1.1024, -0.5932], [1.2341, -0.0734, 0.1499], [1.0997, -0.9818, -1.1643], [-2.4193, -0.6086, 1.0401], [-0.6268, 0.3737, 0.2839], [2.4529, 0.9067, -0.3371], [2.1255, 1.7360, -1.0341], [-0.8452, 0.9452, 1.1293], [1.8313, -0.5081, -1.5439], [-1.0287, -1.6470, 0.6065], [-1.6369, -0.8349, 0.3247], [-0.8121, 1.0379, -0.4965], [3.0335, 1.4810, 0.4158]],
  "forces_ev_per_angstrom": [[-0.48, 0.58, 0.84], [-0.25, 0.08, -1.07], [-2.08, -3.09, 2.80], [-1.56, -0.53, -1.20], [-0.10, -0.24, 0.28], [0.69, -1.71, -0.21], [1.49, 4.54, -0.83], [0.10, -0.89, 0.19], [0.18, 0.95, 1.75], [1.35, -0.20, -1.60], [0.30, -1.36, 0.78], [1.14, 1.65, 0.14], [-0.47, 1.05, -1.78], [-0.30, -0.83, -0.08]]
}

---

{
  "formula": "C3H8O2S",
  "method": "ωB97M-V/def2-TZVPD",
  "charge": -2,
  "e_tot_ha": -667.71139,
  "e_homo_ha": 0.0139,
  "multiplicity": 1,
  "molar_mass_da": 108.2,
  "symbols": ["H", "H", "H", "O", "C", "H", "H", "O", "S", "C", "H", "H", "C", "H"],
  "xyz": [[-2.0215, -0.8063, -1.5990], [2.4894, 0.5576, 0.3527], [0.1334, 1.5418, 0.4906], [-1.4731, -0.5119, -0.4865], [1.8053, 0.3812, 1.1911], [0.4003, -0.0899, -1.2402], [1.9594, -0.6584, 1.5103], [-2.7405, -0.8781, -2.5306], [2.3752, 1.5170, 2.5474], [-0.0977, -0.4334, -0.3174], [-0.2654, 0.3670, 1.6963], [0.3238, -1.4325, -0.1039], [0.3433, 0.5177, 0.7967], [-3.2318, -0.0720, -2.3075]],
  "forces_ev_per_angstrom": [[0.03, 0.14, 0.05], [-0.27, -0.09, -0.16], [0.02, 0.21, -0.09], [0.08, 0.04, 0.22], [0.38, 0.13, 0.43], [0.19, 0.00, -0.23], [0.09, 0.09, 0.00], [-0.05, 0.31, 0.20], [-0.08, -0.17, -0.12], [-0.59, -0.10, -0.18], [-0.02, -0.19, -0.10], [0.22, -0.16, 0.09], [-0.08, 0.13, 0.16], [0.09, -0.33, -0.26]]
}

---

{
  "formula": "C3H8O2S",
  "method": "ωB97M-V/def2-TZVPD",
  "e_tot_ha": -667.73214,
  "e_homo_ha": -0.3370,
  "smiles": "O=CO.CSC",
  "multiplicity": 1,
  "molar_mass_da": 108.2,
  "symbols": ["C", "C", "C", "H", "O", "H", "S", "H", "H", "H", "H", "O", "H", "H"],
  "xyz": [[-0.8447, 0.1472, -1.1616], [3.2840, 0.1481, -0.2318], [-2.2183, -0.2912, 1.1983], [2.9236, 0.7470, -1.0329], [4.3106, 0.3028, 0.4122], [-1.8149, 0.3260, -1.5854], [-0.8166, 0.5794, 0.5226], [-0.2653, 0.8913, -1.6934], [-3.1377, 0.3402, 1.2722], [-2.4023, -1.2262, 0.6570], [-0.6620, -0.8471, -1.4617], [2.2760, -0.5603, 0.3389], [-2.1194, -0.5652, 2.2633], [1.4869, 0.0081, 0.5022]],
  "forces_ev_per_angstrom": [[-1.17, 1.03, -1.28], [0.83, 0.87, 4.53], [-1.44, -0.23, 1.00], [0.35, 0.43, -1.52], [-1.09, -0.58, -2.43], [-0.89, 0.28, -0.01], [0.54, 0.48, 1.41], [0.67, -0.19, -0.07], [0.63, -0.39, -0.80], [-0.07, 0.32, 0.03], [1.00, -1.23, 0.10], [-0.29, -0.27, -0.11], [0.76, 0.05, -0.47], [0.18, -0.56, -0.39]]
}

---

{
  "formula": "C3H8O2S",
  "method": "ωB97M-V/def2-TZVPD",
  "e_tot_ha": -667.75098,
  "e_homo_ha": -0.3142,
  "smiles": "O=CO.CSC",
  "multiplicity": 1,
  "molar_mass_da": 108.2,
  "symbols": ["H", "C", "H", "H", "H", "H", "H", "H", "O", "S", "C", "C", "H", "O"],
  "xyz": [[-1.9772, 0.9307, -1.1823], [5.1293, -3.6327, 0.8536], [4.6738, -3.6088, 1.8596], [-3.0508, 3.9750, -0.8425], [-4.1346, 2.6228, -1.2748], [-4.4908, 3.5045, 0.0859], [-3.0473, -0.1569, -0.4286], [6.2191, -2.6085, -0.1889], [4.7644, -4.3347, -0.0374], [-2.7850, 2.1017, 0.7542], [-2.3392, 0.6410, -0.1998], [-3.6132, 3.1300, -0.4583], [-1.4835, 0.1502, 0.2750], [6.1350, -2.7142, 0.7842]],
  "forces_ev_per_angstrom": [[0.18, 0.33, -0.09], [0.07, 0.41, 1.00], [0.24, -0.17, -0.15], [0.29, -0.13, 0.03], [0.64, -0.43, -0.03], [0.35, 0.41, 0.01], [-0.65, 0.37, 0.60], [0.62, 0.06, 0.51], [0.08, 0.14, -0.25], [0.00, -0.59, -0.16], [0.94, -0.47, -0.72], [-1.61, 0.29, 0.19], [-0.15, 0.20, 0.17], [-1.01, -0.44, -1.11]]
}

---

{
  "formula": "C3H8O2Zn",
  "method": "ωB97M-V/def2-TZVPD",
  "charge": 1,
  "e_tot_ha": -2048.53427,
  "e_homo_ha": [-0.4944, -0.5516],
  "multiplicity": 2,
  "molar_mass_da": 141.5,
  "symbols": ["H", "Zn", "O", "H", "C", "H", "H", "C", "H", "O", "H", "H", "C", "H"],
  "xyz": [[-0.9643, 1.1598, -1.1973], [-1.1277, -3.0764, 0.4892], [0.6918, 0.5096, 1.0331], [-1.4918, 0.1838, 1.2536], [-0.7549, -0.1125, 0.4963], [2.4776, 1.3741, 0.6372], [1.1797, 1.8295, -0.5108], [-1.1469, 0.1107, -0.9319], [-2.2123, -0.1352, -1.0367], [-0.3346, -1.4230, 0.7564], [0.7208, -1.0990, 1.1679], [-0.5917, -0.5428, -1.6156], [1.6134, 1.0060, 0.0752], [1.9408, 0.2153, -0.6167]],
  "forces_ev_per_angstrom": [[-0.31, -0.25, -0.06], [-0.59, -1.34, -0.17], [-2.93, -1.45, -0.63], [0.47, 0.34, -0.25], [2.51, 1.38, 0.96], [-0.24, -0.06, -0.10], [0.15, -0.16, 0.26], [0.28, 0.16, 0.04], [0.18, 0.30, 0.01], [3.19, 0.52, 1.34], [-2.84, -0.08, -0.96], [0.08, 0.25, 0.21], [0.08, 0.20, -0.76], [-0.03, 0.19, 0.13]]
}

---

{
  "formula": "C3H8O3",
  "method": "ωB97M-V/def2-TZVPD",
  "e_tot_ha": -344.80199,
  "e_homo_ha": -0.3801,
  "smiles": "OCC(O)CO",
  "multiplicity": 1,
  "molar_mass_da": 92.1,
  "symbols": ["H", "H", "H", "C", "H", "O", "H", "C", "O", "H", "H", "H", "O", "C"],
  "xyz": [[-1.9417, -1.1019, -0.2200], [0.9623, 0.5514, 1.4249], [1.6838, -0.8133, -0.2514], [-0.8611, -1.0680, -0.0247], [-0.4028, -1.9851, -0.4020], [1.5011, 0.9920, 0.7494], [-0.4052, 0.1205, -1.7880], [1.2795, 0.2042, -0.3949], [-0.9781, 1.2270, -0.1377], [-0.4735, 2.0464, -0.2037], [1.8536, 0.6414, -1.2203], [-1.1867, -0.3186, 1.7176], [-0.6123, -1.0177, 1.3757], [-0.2452, 0.1470, -0.7000]],
  "forces_ev_per_angstrom": [[0.18, -0.01, -0.02], [0.23, 0.23, 0.12], [-0.28, 0.17, -0.08], [-0.04, -0.14, -0.28], [-0.06, 0.05, 0.06], [0.10, -0.15, 0.30], [0.01, -0.18, 0.14], [-0.09, 0.06, -0.25], [0.11, 0.32, -0.20], [0.09, -0.14, 0.07], [-0.23, 0.12, 0.15], [0.12, -0.10, 0.00], [-0.15, 0.11, 0.09], [0.01, -0.33, -0.07]]
}

---

{
  "formula": "C3H8O3",
  "method": "ωB97M-V/def2-TZVPD",
  "e_tot_ha": -344.82243,
  "e_homo_ha": -0.3711,
  "smiles": "C[C@H](O)C(O)O",
  "multiplicity": 1,
  "molar_mass_da": 92.1,
  "symbols": ["H", "H", "C", "C", "H", "H", "H", "H", "O", "O", "H", "H", "C", "O"],
  "xyz": [[-1.2965, 0.8681, -1.3108], [-0.4831, -1.3822, 1.4429], [-1.3994, 0.2003, -0.4587], [-0.1913, -0.7333, -0.3457], [0.0069, -1.2124, -1.3097], [0.7139, 1.6624, -0.8930], [-2.2950, -0.3990, -0.5983], [1.6025, 1.0175, 1.6819], [1.4495, 1.0438, -0.7987], [0.8193, 0.5506, 1.3717], [-1.5047, 0.7831, 0.4544], [1.9272, -0.6593, 0.1140], [1.0763, 0.0378, 0.0867], [-0.4255, -1.7772, 0.5631]],
  "forces_ev_per_angstrom": [[-0.06, 0.13, -0.09], [0.02, -0.05, -0.03], [0.28, -0.29, 0.05], [0.16, 0.60, -0.06], [0.05, 0.12, 0.11], [0.03, -0.04, 0.03], [-0.06, -0.01, -0.06], [0.01, -0.07, -0.04], [0.03, 0.27, -0.27], [-0.17, 0.05, 0.16], [-0.06, 0.07, 0.03], [-0.18, 0.14, -0.01], [0.03, -0.64, -0.16], [-0.08, -0.26, 0.35]]
}